A structure of composition C37H41N5O3ReS4Si, computed with the ωB97M-V functional and the def2-TZVPD basis.

The energy above the lowest of the compared OMol25 structures with the same formula, charge and spin comes out at 1.1913 eV. Its spin multiplicity is 2. The expectation value of S² is 0.995. The LUMO energy (alpha / beta) is 0.03 / 0.03 eV.

Cartesian coordinates (Å):
Re 0.259 -0.596 -0.010
C -4.103 4.357 2.530
C -3.790 3.194 1.643
C -3.676 3.363 0.267
C -3.422 2.281 -0.558
C -3.268 1.019 -0.013
C -3.405 0.831 1.350
C -3.639 1.918 2.175
S -3.282 -0.409 -1.104
O -3.400 0.103 -2.452
O -4.377 -1.220 -0.631
N -1.852 -1.205 -0.906
C -1.708 -2.342 -1.622
C -2.692 -2.881 -2.459
C -2.495 -4.074 -3.139
C -1.324 -4.787 -3.012
C -0.294 -4.290 -2.200
C 0.924 -4.980 -2.019
C 1.883 -4.446 -1.197
C 1.657 -3.212 -0.601
N 0.529 -2.512 -0.759
C -0.465 -3.051 -1.519
H -3.197 4.913 2.769
H -4.543 4.015 3.463
H -4.794 5.036 2.038
H -3.827 4.343 -0.160
H -3.363 2.391 -1.630
H -3.352 -0.167 1.750
H -3.748 1.779 3.242
H -3.626 -2.358 -2.561
H -3.291 -4.452 -3.765
H -1.179 -5.731 -3.516
H 1.080 -5.917 -2.530
H 2.815 -4.958 -1.016
H 2.431 -2.748 -0.005
C 0.800 1.449 3.050
C 0.164 2.050 1.855
N 0.001 1.526 0.662
C -0.421 2.485 -0.245
C -0.643 3.715 0.300
S -0.283 3.726 1.968
C -0.581 2.263 -1.670
C -0.701 3.253 -2.613
S -0.903 2.583 -4.178
C -0.810 0.983 -3.454
N -0.621 1.005 -2.187
C -0.996 -0.222 -4.281
H 1.043 0.411 2.860
H 0.148 1.518 3.916
H 1.715 1.997 3.281
H -1.009 4.596 -0.183
H -0.701 4.316 -2.493
H -0.593 -0.089 -5.285
H -2.072 -0.404 -4.338
H -0.540 -1.079 -3.795
S 5.140 -1.497 2.042
C 3.399 -1.483 1.905
N 2.854 -0.369 1.589
C 3.786 0.624 1.457
C 3.540 1.968 1.187
C 4.603 2.844 1.130
C 5.911 2.414 1.350
C 6.179 1.087 1.620
C 5.117 0.201 1.672
H 2.853 -2.381 2.104
H 2.526 2.293 1.031
H 4.414 3.888 0.924
H 6.722 3.129 1.332
H 7.184 0.743 1.804
C -1.976 -3.100 1.597
Si -0.608 -1.791 2.028
C 0.549 -2.941 3.100
C -1.398 -0.799 3.507
H -2.322 -3.601 2.499
H -1.586 -3.863 0.925
H -2.833 -2.648 1.105
H -0.069 -3.435 3.845
H 1.307 -2.389 3.644
H 1.032 -3.722 2.522
H -2.284 -1.320 3.856
H -1.684 0.214 3.251
H -0.699 -0.751 4.335
C 2.938 2.049 -2.108
O 2.134 1.399 -1.139
C 1.734 0.132 -1.268
C 2.297 -0.593 -2.466
H 3.874 1.518 -2.298
H 3.155 3.035 -1.704
H 2.395 2.156 -3.054
H 2.086 -0.023 -3.373
H 1.882 -1.591 -2.579
H 3.384 -0.685 -2.383

***

A structure of composition C37H41N6ReSb, computed with the ωB97M-V functional and the def2-TZVPD basis.

The energy above the lowest of the compared OMol25 structures with the same formula, charge and spin comes out at 3.2045 eV. Its spin multiplicity is 2. The expectation value of S² is 0.763. The charge is +2. The LUMO energy (alpha / beta) is -5.89 / -6.07 eV.

Cartesian coordinates (Å):
Re 0.077 -0.137 -0.587
C -1.451 3.125 1.683
C -0.975 2.088 0.865
N 0.069 1.342 1.154
C 0.701 1.588 2.343
C 0.321 2.630 3.217
C -0.792 3.414 2.845
C 1.050 2.828 4.412
C 2.121 2.030 4.716
C 2.495 0.978 3.860
C 1.785 0.770 2.714
N 1.927 -0.338 1.783
C 3.205 -0.490 1.083
C 4.287 -0.984 1.765
C 5.540 -1.092 1.153
C 5.683 -0.685 -0.142
C 4.576 -0.217 -0.882
C 4.750 0.197 -2.219
C 3.661 0.642 -2.911
C 2.413 0.620 -2.292
N 2.168 0.216 -1.040
C 3.280 -0.153 -0.294
H -2.320 3.688 1.372
H -1.477 1.856 -0.065
H -1.104 4.235 3.477
H 0.752 3.624 5.081
H 2.680 2.184 5.628
H 3.335 0.357 4.130
H 4.181 -1.309 2.790
H 6.380 -1.481 1.710
H 6.646 -0.723 -0.635
H 5.734 0.156 -2.665
H 3.738 0.992 -3.930
H 1.552 0.929 -2.863
C 0.253 -1.613 -3.476
N -0.472 -1.781 -2.210
C -0.208 -3.136 -1.686
C -1.920 -1.604 -2.321
C -2.615 -1.946 -3.466
C -4.002 -1.885 -3.490
C -4.683 -1.536 -2.337
C -3.993 -1.210 -1.177
C -2.597 -1.196 -1.153
N -1.751 -0.796 -0.120
C -2.067 -0.779 1.240
C -3.218 -0.205 1.781
C -3.433 -0.169 3.151
C -2.475 -0.660 4.019
C -1.300 -1.190 3.503
C -1.090 -1.256 2.137
N 0.097 -1.917 1.585
C -0.137 -3.379 1.617
C 1.345 -1.641 2.270
H 0.054 -2.435 -4.169
H 1.323 -1.607 -3.270
H -0.023 -0.674 -3.948
H -0.464 -3.891 -2.435
H -0.819 -3.306 -0.807
H 0.850 -3.230 -1.436
H -2.086 -2.282 -4.349
H -4.537 -2.138 -4.394
H -5.764 -1.512 -2.338
H -4.570 -0.970 -0.298
H -3.942 0.257 1.127
H -4.352 0.252 3.536
H -2.633 -0.641 5.089
H -0.549 -1.557 4.193
H -0.045 -3.772 2.634
H 0.583 -3.890 0.978
H -1.145 -3.582 1.266
H 1.255 -1.599 3.357
H 1.227 -0.010 1.069
H 2.053 -2.426 2.015
C -0.008 3.681 -2.148
Sb -1.070 1.831 -2.071
C -3.042 2.532 -1.646
C -1.307 1.524 -4.175
H -0.509 4.324 -2.871
H 1.021 3.524 -2.466
H -0.010 4.168 -1.175
H -3.375 3.093 -2.517
H -3.043 3.189 -0.778
H -3.716 1.693 -1.481
H -1.744 2.436 -4.582
H -1.980 0.690 -4.363
H -0.351 1.350 -4.666

***

A structure of composition C37H42BCl5F6GeN2O4PReS, computed with the ωB97M-V functional and the def2-TZVPD basis.

Its spin multiplicity is 3. The expectation value of S² is 2.026. The charge is +2. The LUMO energy (alpha / beta) is -6.54 / -7.22 eV.

Cartesian coordinates (Å):
Re -0.233 0.377 -0.207
Cl 1.934 0.433 1.003
C 1.504 2.149 0.839
C 0.213 2.312 0.392
C -0.234 3.619 0.237
Cl -1.824 3.952 -0.306
C 0.631 4.686 0.518
Cl 0.088 6.291 0.312
C 1.944 4.458 0.959
Cl 2.985 5.764 1.295
C 2.407 3.152 1.127
Cl 3.983 2.787 1.668
C -2.272 0.187 -7.825
C -2.329 0.462 -6.353
C -3.233 -0.211 -5.541
C -3.338 0.053 -4.181
C -4.374 -0.690 -3.384
C -2.471 1.002 -3.623
C -1.534 1.695 -4.418
C -0.630 2.763 -3.865
C -1.498 1.418 -5.774
C -2.556 1.267 -2.168
O -3.506 1.541 -1.493
O -1.316 1.127 -1.560
H -2.344 -0.881 -8.027
H -1.349 0.561 -8.263
H -3.106 0.675 -8.333
H -3.887 -0.956 -5.978
H -4.400 -1.738 -3.684
H -5.363 -0.268 -3.574
H -4.204 -0.637 -2.312
H 0.163 2.342 -3.249
H -1.184 3.482 -3.258
H -0.161 3.311 -4.680
H -0.805 1.966 -6.401
N -3.354 1.532 1.490
C -2.751 0.645 2.245
S -1.047 0.241 2.074
N -3.359 0.067 3.266
C -4.717 0.317 3.666
C -5.606 -0.749 3.680
C -6.913 -0.529 4.083
C -7.324 0.745 4.449
C -6.426 1.802 4.429
C -5.109 1.592 4.047
H -2.959 1.832 0.605
H -4.354 1.658 1.591
H -2.850 -0.657 3.751
H -5.277 -1.737 3.379
H -7.613 -1.354 4.107
H -8.347 0.913 4.758
H -6.743 2.791 4.730
H -4.394 2.405 4.069
C 1.236 -7.950 1.499
C 1.364 -6.459 1.770
C 0.042 -5.712 1.621
C 0.218 -4.200 1.806
Ge 1.461 -3.665 0.398
C 3.324 -3.127 0.598
C 3.849 -2.352 1.807
C 3.015 -2.459 3.077
C 3.650 -1.716 4.244
H 2.189 -8.460 1.628
H 0.888 -8.135 0.482
H 0.520 -8.403 2.186
H 2.114 -6.039 1.074
H 1.767 -6.286 2.772
H -0.676 -6.073 2.360
H -0.387 -5.933 0.639
H 0.674 -3.976 2.770
H -0.723 -3.654 1.736
H 1.202 -4.348 -0.938
H 3.626 -2.680 -0.350
H 3.760 -4.139 0.580
H 3.962 -1.299 1.542
H 4.864 -2.698 2.015
H 2.880 -3.514 3.341
H 2.010 -2.053 2.888
H 4.616 -2.151 4.502
H 3.021 -1.754 5.132
H 3.817 -0.666 3.995
F -0.324 -1.324 -2.639
P 1.260 -1.343 -2.554
F 1.480 -0.804 -3.985
F 2.772 -1.285 -2.121
F 0.937 -1.724 -0.763
F 1.318 -2.874 -2.848
F 1.132 0.264 -1.922
O -1.535 -2.367 -0.139
B -1.900 -1.038 -0.051
O -3.258 -0.870 -0.043
C -3.781 -2.154 -0.138
C -5.101 -2.537 -0.200
C -5.331 -3.905 -0.332
C -4.283 -4.817 -0.413
C -2.952 -4.411 -0.359
C -2.740 -3.060 -0.209
H -5.906 -1.817 -0.163
H -6.349 -4.264 -0.388
H -4.507 -5.868 -0.533
H -2.138 -5.116 -0.451

***

A cluster of 7 separate species, C37H42Cl2F18O14 in total, computed with the ωB97M-V functional and the def2-TZVPD basis.

As for the SMILES: C#C[C@H](OC(=O)c1ccccc1)[C@H](Cl)[C@H](C)Cl.CCOC(=O)C(F)(F)F.CCOC(=O)C(F)(F)F.CCOC(=O)C(F)(F)F.CCOC(=O)C(F)(F)F.CCOC(=O)C(F)(F)F.CCOC(=O)C(F)(F)F. The LUMO energy is -0.02 eV.

Cartesian coordinates (Å):
C 1.489 0.891 -0.993
C 1.041 1.940 -0.656
C 0.516 3.203 -0.144
O 0.089 4.052 -1.197
C -1.212 3.911 -1.599
O -1.442 3.762 -2.766
C -2.320 3.999 -0.614
C -3.538 3.380 -0.869
C -4.557 3.448 0.066
C -4.388 4.123 1.268
C -3.180 4.764 1.510
C -2.157 4.697 0.577
C 1.645 3.858 0.686
Cl 1.015 4.677 2.143
C 2.588 4.739 -0.125
C 3.879 4.989 0.708
Cl 1.863 6.336 -0.491
H 1.956 -0.042 -1.175
H -0.278 2.940 0.554
H -3.697 2.835 -1.786
H -5.497 2.954 -0.131
H -5.165 4.163 2.014
H -3.015 5.297 2.433
H -1.228 5.203 0.793
H 2.238 3.027 1.049
H 2.886 4.228 -1.033
H 4.741 4.598 0.179
H 3.996 6.047 0.896
H 3.751 4.516 1.670
C 4.157 -5.389 0.303
C 2.766 -5.637 -0.237
O 1.804 -4.741 0.361
C 1.753 -3.521 -0.142
O 2.415 -3.080 -1.036
C 0.662 -2.710 0.573
F 0.724 -2.855 1.901
F -0.559 -3.105 0.180
F 0.782 -1.413 0.296
H 4.161 -5.458 1.391
H 4.853 -6.125 -0.098
H 4.514 -4.395 0.035
H 2.430 -6.638 0.022
H 2.731 -5.547 -1.322
C -3.360 1.420 -4.860
C -4.213 0.282 -4.345
O -5.566 0.369 -4.840
C -5.767 -0.077 -6.069
O -4.946 -0.543 -6.804
C -7.257 0.048 -6.428
F -7.741 1.246 -6.082
F -7.964 -0.888 -5.781
F -7.442 -0.116 -7.734
H -3.816 2.381 -4.619
H -2.368 1.385 -4.411
H -3.250 1.374 -5.943
H -4.297 0.331 -3.262
H -3.788 -0.688 -4.598
C 1.902 3.803 8.185
C 3.001 2.789 7.956
O 3.020 2.338 6.586
C 3.614 3.141 5.717
O 4.133 4.192 5.947
C 3.584 2.495 4.324
F 2.380 1.998 4.023
F 4.461 1.476 4.251
F 3.902 3.367 3.371
H 0.938 3.395 7.879
H 1.852 4.072 9.239
H 2.075 4.710 7.606
H 2.827 1.897 8.553
H 3.979 3.185 8.229
C -3.098 -1.071 -9.211
C -2.041 -2.118 -9.484
O -2.082 -2.572 -10.853
C -1.492 -1.790 -11.744
O -0.931 -0.757 -11.529
C -1.591 -2.432 -13.137
F -2.828 -2.881 -13.382
F -0.749 -3.472 -13.227
F -1.273 -1.557 -14.086
H -4.086 -1.446 -9.480
H -3.102 -0.803 -8.161
H -2.917 -0.171 -9.798
H -2.222 -3.005 -8.879
H -1.042 -1.755 -9.245
C -3.480 -2.312 2.579
C -4.001 -3.381 1.643
O -4.440 -4.543 2.371
C -5.646 -4.466 2.915
O -6.396 -3.537 2.861
C -5.981 -5.793 3.616
F -4.955 -6.223 4.360
F -6.257 -6.738 2.706
F -7.040 -5.656 4.408
H -2.692 -2.715 3.216
H -3.078 -1.474 2.009
H -4.271 -1.939 3.230
H -3.204 -3.726 0.987
H -4.807 -3.008 1.013
C 5.325 -0.541 6.355
C 6.661 -0.565 5.647
O 7.724 -0.944 6.542
C 7.854 -2.242 6.773
O 7.184 -3.119 6.316
C 9.050 -2.482 7.710
F 9.036 -1.632 8.744
F 10.199 -2.304 7.043
F 9.034 -3.721 8.189
H 5.369 0.110 7.230
H 4.550 -0.184 5.692
H 5.045 -1.535 6.704
H 6.918 0.429 5.290
H 6.647 -1.230 4.784

***

A structure of composition C37H42FNPReSi, computed with the ωB97M-V functional and the def2-TZVPD basis.

The energy above the lowest of the compared OMol25 structures with the same formula, charge and spin comes out at 0.5411 eV. Its spin multiplicity is 2. The expectation value of S² is 0.881. The charge is +3. The LUMO energy (alpha / beta) is -11.03 / -10.53 eV.

Cartesian coordinates (Å):
Re 0.017 0.755 -0.548
C 0.707 4.571 0.609
C -0.703 3.997 0.511
C -1.656 4.732 1.472
C -0.773 2.515 0.849
C 0.199 1.889 1.630
C -0.011 0.610 2.178
C -1.204 -0.098 1.973
C -1.465 -1.412 2.649
C -2.150 0.496 1.120
C -1.945 1.759 0.576
H 0.712 5.587 0.216
H 1.450 3.994 0.051
H 1.041 4.634 1.648
H -1.085 4.138 -0.502
H -1.358 4.568 2.510
H -2.693 4.413 1.354
H -1.612 5.803 1.274
H 1.111 2.422 1.863
H 0.747 0.184 2.826
H -0.986 -2.228 2.104
H -2.531 -1.628 2.704
H -1.053 -1.416 3.658
H -3.081 -0.024 0.915
H -2.724 2.209 -0.024
C -3.047 0.268 -3.441
Si -1.282 0.700 -3.305
C -0.992 2.301 -2.409
C -0.172 0.536 -4.748
N -0.561 -0.359 -1.963
C -0.579 -1.743 -1.947
C -0.983 -2.574 -3.006
C -0.907 -3.939 -2.858
C -0.432 -4.501 -1.664
C -0.003 -3.699 -0.607
C -0.089 -2.357 -0.797
F 0.341 -1.473 0.173
H -3.588 1.136 -3.835
H -3.461 0.034 -2.456
H -3.242 -0.573 -4.108
H -0.781 3.069 -3.163
H -0.081 2.340 -1.745
H -1.859 2.615 -1.837
H -0.091 1.517 -5.231
H -0.536 -0.167 -5.502
H 0.834 0.241 -4.439
H -1.327 -2.146 -3.943
H -1.215 -4.582 -3.672
H -0.389 -5.578 -1.558
H 0.390 -4.109 0.317
C 5.261 2.005 2.074
C 4.178 1.211 2.438
C 3.278 0.793 1.472
C 3.450 1.165 0.138
C 4.549 1.948 -0.225
C 5.449 2.365 0.748
P 2.367 0.520 -1.145
C 2.689 1.472 -2.641
C 2.227 2.790 -2.693
C 2.497 3.593 -3.792
C 3.236 3.077 -4.852
C 3.722 1.778 -4.797
C 3.462 0.976 -3.692
C 2.814 -1.191 -1.462
C 2.424 -1.798 -2.663
C 2.827 -3.090 -2.954
C 3.608 -3.792 -2.041
C 3.986 -3.202 -0.841
C 3.597 -1.901 -0.550
H 5.965 2.335 2.829
H 4.048 0.912 3.472
H 2.468 0.130 1.748
H 4.705 2.239 -1.257
H 6.304 2.968 0.465
H 1.698 3.215 -1.846
H 2.157 4.622 -3.816
H 3.455 3.700 -5.712
H 4.319 1.388 -5.613
H 3.877 -0.023 -3.649
H 1.833 -1.250 -3.388
H 2.551 -3.546 -3.899
H 3.939 -4.797 -2.276
H 4.602 -3.748 -0.137
H 3.923 -1.443 0.376

***

| no. | strongest force on any atom (eV Å⁻¹) |
| --- | --- |
| 1 | 2.5 |
| 2 | 2.5 |
| 3 | 0.7 |
| 4 | 1.6 |
| 5 | 1.4 |